Computed, not measured: a structure of composition C39H52GeI2MoN2OPSi3, with the ωB97M-V functional and the def2-TZVPD basis.

Cartesian coordinates (Å):
Mo 13.6835 13.4236 11.8691
I 8.5657 18.1328 12.6683
C 10.6223 17.7414 12.6480
C 11.3607 18.8801 12.7829
C 12.6571 18.8683 12.2823
I 13.5549 20.7099 12.4285
C 13.2615 17.6904 11.7908
C 14.5860 17.8638 11.3148
C 15.1949 16.8031 10.6769
C 14.4257 15.6396 10.5749
N 13.3517 15.3696 11.3870
C 12.5813 16.4558 11.8604
C 11.1987 16.3978 12.4924
O 10.6143 15.3964 12.9254
H 10.9072 19.8289 13.0505
H 15.1108 18.8096 11.3954
H 16.2206 16.7954 10.2897
H 14.6249 14.9494 9.7567
C 11.7436 12.4536 15.4459
Si 11.6396 11.0924 14.0687
C 10.3670 9.7056 14.2800
C 13.2286 10.1411 13.8878
Ge 11.2434 12.3864 12.0433
Si 8.7503 13.1001 12.5279
C 8.3637 14.1608 11.0584
C 7.4126 11.6746 12.6628
C 8.6158 13.8790 14.2527
Si 10.7497 10.5151 10.5180
C 9.1561 9.5241 10.6248
C 10.7021 11.4403 8.9071
C 12.1768 9.3514 10.7295
H 12.0284 11.9983 16.4173
H 10.7663 12.8953 15.5925
H 12.4420 13.2406 15.1718
H 10.7112 8.9352 15.0316
H 10.1490 9.1406 13.3824
H 9.4142 10.1362 14.6028
H 13.6630 9.9971 14.8624
H 13.9468 10.6320 13.2131
H 13.1164 9.1805 13.4014
H 8.8806 13.8701 10.1407
H 8.6769 15.2082 11.2061
H 7.2852 14.1612 10.8295
H 7.0041 11.3807 11.7146
H 6.6245 11.9987 13.3719
H 7.9187 10.8163 13.1188
H 9.5027 14.5036 14.5444
H 8.4249 13.1204 14.9973
H 7.7301 14.5612 14.3102
H 8.2665 10.0070 10.2026
H 8.9437 9.1883 11.6709
H 9.3351 8.5428 10.0582
H 10.4805 10.6954 8.1251
H 11.6472 11.9631 8.6760
H 9.8542 12.1677 8.8823
H 13.1520 9.8758 10.7394
H 12.1190 8.6822 9.8490
H 12.1342 8.7325 11.6272
C 15.4594 12.0332 14.9485
P 15.3054 13.4307 13.6562
C 14.8138 14.9039 14.7120
C 17.0883 13.8020 13.4913
C 17.8783 13.6995 12.2993
C 19.2111 13.9780 12.3534
C 19.8766 14.2585 13.5626
C 19.1157 14.4017 14.6962
C 17.7445 14.1397 14.6769
H 16.3748 12.2040 15.5415
H 15.5402 11.0817 14.4754
H 14.5693 12.0770 15.6145
H 15.2640 14.8490 15.7178
H 13.7288 14.8975 14.8335
H 15.1360 15.8181 14.2339
H 17.4072 13.4394 11.3568
H 19.7754 13.9108 11.4386
H 20.9896 14.2873 13.6662
H 19.6432 14.6437 15.6417
H 17.1903 14.1784 15.6258
N 14.4419 12.2920 10.7324
C 15.3441 11.7163 9.9587
C 15.8165 10.2704 10.2617
C 16.3984 9.9040 11.4827
C 16.6571 8.5641 11.7463
C 16.4661 7.6034 10.7574
C 16.0107 7.9859 9.5003
C 15.6776 9.3210 9.2438
C 15.8335 12.3198 8.6764
C 15.2004 13.3435 7.9600
C 15.8113 13.9456 6.8734
C 16.9673 13.4538 6.3599
C 17.6888 12.5185 7.1147
C 17.1647 11.9476 8.2530
H 16.6062 10.6931 12.1952
H 17.0643 8.2717 12.6941
H 16.6381 6.5350 10.9222
H 15.8856 7.2738 8.7007
H 15.3804 9.5857 8.2603
H 14.1436 13.5919 8.1631
H 15.3612 14.8140 6.3819
H 17.3594 13.8430 5.3775
H 18.6936 12.2547 6.8127
H 17.7540 11.2377 8.8239

2S+1: 4
Energy above the lowest of the compared OMol25 structures with the same formula, charge and spin: 0.0 kcal per mole
Orbital gap (alpha / beta): 4.92 / 4.53 eV
LUMO energy (alpha / beta): -7.01 / -7.53 eV
DFT total energy: -153792.74732 eV
Largest force on an atom: 3.282 eV/A
Charge: +2

Computed, not measured: a structure of composition C39H53CoN5SbSeSi, with the ωB97M-V functional and the def2-TZVPD basis.

Cartesian coordinates (Å):
Co -0.5756 0.1447 -0.1590
C -1.6913 0.9817 3.8045
C -1.2572 0.4171 2.4944
N -1.1627 1.0802 1.3994
C -1.4912 2.4746 1.1821
C -2.0089 2.6086 -0.2541
N -1.2515 1.7754 -1.2271
C -0.2926 2.4830 -2.0869
C 1.1043 2.4556 -1.4867
N 1.4922 1.0956 -1.1353
C 1.8703 0.2161 -2.2496
C 0.7957 -0.8400 -2.5671
N 0.2354 -1.2469 -1.3015
C 0.3448 -2.4136 -0.7859
C 0.9289 -3.6124 -1.4619
C -0.1465 -2.4768 0.6200
C -0.3365 -3.5779 1.4401
C -0.8093 -3.3595 2.7307
C -1.0963 -2.0768 3.1867
C -0.9091 -1.0211 2.3100
N -0.4404 -1.2590 1.0787
H -1.0468 1.8196 4.0772
H -1.6320 0.2424 4.5982
H -2.7204 1.3420 3.7425
H -0.5730 3.0551 1.3215
H -2.2339 2.8437 1.8940
H -1.9830 3.6583 -0.5544
H -3.0406 2.2591 -0.2887
H -1.9558 1.2977 -1.7886
H -0.5992 3.5193 -2.2546
H -0.2935 1.9926 -3.0624
H 1.1186 3.0449 -0.5653
H 1.8072 2.9282 -2.1854
H 2.2500 1.1234 -0.4693
H 2.7865 -0.3064 -1.9658
H 2.0944 0.7905 -3.1547
H 1.2365 -1.6632 -3.1329
H -0.0220 -0.4236 -3.1599
H 0.3726 -3.8444 -2.3708
H 0.9060 -4.4861 -0.8179
H 1.9687 -3.4260 -1.7363
H -0.1275 -4.5788 1.0933
H -0.9566 -4.2015 3.3933
H -1.4575 -1.9141 4.1914
C 5.1408 0.8993 4.5261
C 4.2484 2.0753 4.2473
C 4.4764 3.2786 4.9100
C 3.6721 4.3887 4.7024
C 2.6114 4.3177 3.8152
C 2.3732 3.1254 3.1474
C 3.1755 2.0044 3.3491
Sb 2.6052 0.2552 2.2652
C 4.4947 -0.2005 1.3263
C 5.0568 -1.4773 1.3383
C 6.1964 -1.7869 0.6158
C 6.8050 -0.8063 -0.1528
C 6.2478 0.4575 -0.1916
C 5.0921 0.7797 0.5223
C 4.5711 2.1860 0.3469
C 2.1630 -0.9155 4.0427
C 1.4984 -0.1344 4.9918
C 0.8789 -0.6919 6.1000
C 0.9095 -2.0641 6.2803
C 1.5525 -2.8523 5.3403
C 2.1750 -2.3040 4.2207
C 2.8285 -3.2493 3.2527
H 5.9809 1.1924 5.1536
H 5.5386 0.4717 3.6056
H 4.5938 0.1068 5.0426
H 5.3047 3.3445 5.6050
H 3.8781 5.3085 5.2338
H 1.9789 5.1789 3.6438
H 1.5423 3.0669 2.4483
H 4.6131 -2.2544 1.9365
H 6.6109 -2.7854 0.6638
H 7.7022 -1.0236 -0.7166
H 6.7126 1.2286 -0.7960
H 5.3077 2.9140 0.6907
H 3.6553 2.3968 0.8966
H 4.3913 2.3921 -0.7111
H 1.4634 0.9430 4.8801
H 0.3877 -0.0519 6.8220
H 0.4435 -2.5189 7.1447
H 1.5806 -3.9274 5.4769
H 2.4583 -4.2648 3.3914
H 3.9070 -3.2807 3.4036
H 2.6350 -2.9629 2.2154
C -6.1973 -1.1969 -0.4857
Si -4.5753 -1.4117 0.4219
C -4.3990 -3.2027 0.9643
C -4.6156 -0.3570 1.9870
Se -2.8994 -0.8303 -0.9474
H -7.0458 -1.5237 0.1188
H -6.1940 -1.7750 -1.4112
H -6.3482 -0.1492 -0.7516
H -5.3125 -3.5824 1.4262
H -3.5890 -3.3080 1.6903
H -4.1631 -3.8326 0.1053
H -5.5449 -0.5073 2.5405
H -4.5352 0.7054 1.7453
H -3.7961 -0.6293 2.6565

2S+1: 2
Energy above the lowest of the compared OMol25 structures with the same formula, charge and spin: 0.0 kcal per mole
Orbital gap (alpha / beta): 6.01 / 6.31 eV
LUMO energy (alpha / beta): -3.26 / -3.22 eV
DFT total energy: -166139.65947 eV
Largest force on an atom: 0.573 eV/A
Charge: +1